Entry from OMol25: 15 unconnected molecules or ions with the total composition C3H34NO16 in a non-equilibrium geometry (the ωB97M-V functional and the def2-TZVPD basis).

Structure (ORCA input):
```
! RIJCOSX wB97M-V def2-TZVPD def2/J DEFGRID3
* xyz -1 1
O 2.5535 2.4335 -0.5172
O 0.6971 3.5239 -2.0150
O -0.1412 -2.4931 -1.7522
O 1.4326 -0.9980 -3.0567
O -0.6438 1.3549 -2.2843
O -1.7887 -2.0706 1.0550
O -1.1129 3.0643 -0.2041
O 3.0086 -2.3277 -1.2169
O -3.3436 0.1832 1.5447
O -0.7758 -4.4949 0.0816
O 1.3978 -3.0209 0.9279
O 3.0234 0.0123 0.2660
O -2.5723 -1.3780 -1.5329
O 1.8708 3.5761 1.8444
O -2.7446 1.0146 -0.7006
O -0.9762 1.3646 3.2948
N -0.0229 -0.3528 1.8938
C 0.8408 0.2157 0.8891
C 2.3677 0.3062 1.2172
C 0.0703 0.3371 3.1387
H 1.1466 0.8476 3.2710
H -0.3954 -2.3239 -2.7012
H -3.3472 1.4334 -1.1343
H -0.1007 2.8814 -1.8857
H -1.0200 -0.5029 1.4836
H 0.8579 -3.9743 0.7965
H -2.2217 -1.3670 -2.3962
H 3.1394 -1.4942 -0.7939
H -0.6393 -3.9642 -0.6775
H -2.7795 -0.4986 -1.1732
H 1.7936 2.7367 -1.1491
H -0.0438 0.6653 -2.1184
H 2.1499 -1.2689 -2.4518
H -1.3875 1.1234 -1.6973
H -1.9016 -1.8023 0.1143
H -0.0315 -0.4304 3.9916
H -1.1194 -3.8342 0.7452
H -2.5551 -1.9144 1.6136
H -3.1508 0.5700 0.5995
H 2.5026 0.7733 2.1722
H 1.8999 -0.8815 -3.8689
H -1.8608 2.7627 -0.6998
H 0.7910 -2.4843 -1.8518
H 0.8238 -2.4675 1.5695
H -4.2202 -0.1452 1.4790
H 0.2116 4.1924 -1.5099
H 0.5798 1.2717 0.5676
H 2.3957 -2.6359 -0.4585
H -1.5550 1.3781 2.5664
H 0.7919 -0.3356 -0.0865
H 2.5360 3.1850 1.2267
H 1.1684 2.9883 2.0050
H 3.3275 2.9501 -0.8166
H -0.9265 2.3155 0.3954
*
```

Calculated values
Calculated total energy = -1393.280373 Eh